1.
{"formula": "C15H17B2Br6NO19", "method": "ωB97M-V/def2-TZVPD", "homo_energy_ev": [-7.593, -7.593], "homo_lumo_gap_ev": [9.0, 4.8], "spin_multiplicity": 2, "energy_ha": -17560.35493, "s2": 0.758, "total_charge": -1, "molar_mass_g_mol": 1016.3, "elements": ["N", "H", "H", "H", "H", "O", "C", "O", "B", "O", "C", "O", "O", "C", "O", "C", "O", "O", "O", "C", "O", "B", "O", "C", "O", "O", "C", "O", "C", "O", "O", "O", "C", "O", "O", "H", "Br", "C", "C", "Br", "H", "H", "H", "H", "Br", "C", "C", "Br", "H", "H", "H", "H", "Br", "C", "C", "Br", "H", "H", "H", "H"], "coordinates": [[-6.03481, -8.00054, 18.45247], [-5.29738, -7.66884, 17.84726], [-5.99439, -7.37956, 19.24799], [-5.89886, -8.96323, 18.72605], [-6.89804, -7.91888, 17.93453], [-4.21780, -6.62744, 16.62707], [-3.65795, -5.58929, 17.02193], [-3.05716, -5.32348, 18.16892], [-2.71534, -3.91809, 18.18582], [-2.85987, -3.45737, 16.81999], [-3.58177, -4.34846, 16.16975], [-3.81701, -4.31760, 14.95880], [-3.85133, -3.26774, 18.95413], [-3.34870, -2.52222, 19.93565], [-3.97729, -1.90346, 20.82530], [-1.77899, -2.70946, 19.84749], [-1.46123, -3.53161, 18.86259], [-1.00294, -2.14464, 20.62526], [-3.92407, -7.12752, 12.77027], [-4.61978, -7.76951, 13.59586], [-4.27893, -8.89274, 14.08250], [-5.29491, -9.41847, 14.98390], [-6.44235, -8.47370, 14.89751], [-6.00102, -7.40416, 14.16473], [-6.57458, -6.30037, 13.87548], [-4.93386, -9.69782, 16.37482], [-5.32673, -10.89523, 16.73416], [-5.41399, -11.21529, 17.89519], [-5.79211, -11.58047, 15.41004], [-5.75185, -10.70382, 14.42599], [-6.16295, -12.76412, 15.24868], [-9.71489, -5.22654, 18.99265], [-8.41720, -5.20747, 18.94637], [-7.87420, -4.29333, 19.54479], [-7.83910, -5.80158, 17.98625], [-9.72773, -4.47938, 19.59529], [-9.90725, -7.75156, 14.39450], [-9.36494, -9.63129, 14.31189], [-9.72074, -10.30496, 15.65364], [-8.72584, -9.59592, 17.23059], [-8.29306, -9.78586, 14.18828], [-9.86462, -10.01743, 13.42345], [-9.55609, -11.38128, 15.60323], [-10.79076, -10.20231, 15.83426], [-10.39384, -5.34153, 23.75453], [-9.39808, -6.11923, 22.22719], [-8.47607, -7.29586, 22.80519], [-8.00941, -8.38740, 21.21238], [-8.81441, -5.26798, 21.87676], [-10.06919, -6.44063, 21.43068], [-9.01621, -7.90544, 23.52960], [-7.54419, -6.89502, 23.20397], [-2.80149, -9.07395, 18.56683], [-1.97121, -8.65282, 16.76367], [-1.36825, -9.89611, 16.23131], [-0.02400, -10.63623, 17.55510], [-1.22378, -7.86289, 16.83773], [-2.75603, -8.26156, 16.11631], [-0.95161, -9.80514, 15.22820], [-2.16932, -10.61845, 16.07439]]}

2.
{"formula": "C21H45OP3SeYb", "method": "ωB97M-V/def2-TZVPD", "homo_energy_ev": [-15.600, -15.890], "homo_lumo_gap_ev": [5.7, 5.6], "spin_multiplicity": 2, "energy_ha": -5485.51269, "s2": 0.765, "total_charge": 3, "molar_mass_g_mol": 658.5, "elements": ["Yb", "P", "P", "P", "H", "C", "C", "H", "C", "C", "C", "C", "C", "C", "C", "C", "C", "H", "H", "H", "H", "H", "H", "H", "H", "H", "H", "H", "H", "H", "H", "H", "H", "H", "H", "H", "H", "H", "H", "H", "H", "H", "H", "H", "H", "H", "C", "C", "C", "C", "C", "C", "Se", "H", "H", "H", "H", "H", "H", "C", "C", "C", "O", "C", "H", "H", "H", "H", "H", "H", "H", "H"], "coordinates": [[-1.76784, 1.08403, -1.18663], [-1.73712, -2.46734, 0.26342], [1.49761, -0.22632, 1.39327], [1.41742, -0.92617, -1.62866], [-3.40709, 4.05297, -5.90316], [-3.45009, 3.06105, -6.38916], [-3.95960, 2.02399, -5.67431], [-4.30432, 2.15860, -4.63935], [-2.97574, -1.47207, 1.09900], [-0.95695, -3.53944, 1.50350], [-2.51792, -3.55253, -0.93500], [2.77695, 1.11271, 1.44117], [0.72783, 0.05921, 3.04924], [2.55804, -1.69265, 1.76331], [0.72232, -0.77105, -3.30579], [1.58620, -2.76709, -1.51717], [3.17544, -0.49302, -1.98375], [-3.11647, 3.09129, -7.44834], [-4.07569, 1.02632, -6.10068], [-3.49541, -0.81884, 0.37675], [-2.52650, -0.88683, 1.91584], [-3.73869, -2.13281, 1.54502], [-0.69125, -2.98318, 2.41982], [-0.06270, -4.06095, 1.11114], [-1.70165, -4.29916, 1.76937], [-3.38125, -3.07263, -1.42278], [-2.89036, -4.45438, -0.42192], [-1.80440, -3.88012, -1.70817], [3.42305, 1.03042, 2.32399], [2.27767, 2.09055, 1.45757], [3.40549, 1.07636, 0.54284], [1.48423, 0.00161, 3.84742], [-0.03981, -0.70489, 3.24924], [0.24960, 1.05054, 3.08870], [3.12990, -1.50621, 2.68259], [3.25727, -1.88894, 0.93755], [1.93417, -2.58646, 1.91102], [1.38092, -1.23271, -4.04906], [0.61014, 0.28148, -3.58629], [-0.25129, -1.26883, -3.36346], [2.12042, -3.11011, -2.41204], [0.59991, -3.25259, -1.50574], [2.16186, -3.07300, -0.63151], [3.56034, -1.11122, -2.80584], [3.82373, -0.62832, -1.10726], [3.22463, 0.55722, -2.29510], [0.57884, 2.79465, -2.74609], [-0.76218, 2.95743, -3.17310], [-0.97665, 3.19516, -4.52833], [0.06490, 3.49294, -5.41773], [1.38271, 3.51898, -4.92098], [1.64983, 3.15830, -3.59809], [0.98466, 1.83784, -1.16990], [-0.67434, -1.66978, -0.28349], [-1.64279, 2.91254, -2.48611], [-1.99830, 3.11128, -4.87722], [-0.14061, 3.70761, -6.47875], [2.20271, 3.80545, -5.58416], [2.67151, 3.05229, -3.21213], [-1.21259, 3.94354, 2.33217], [-2.41118, 3.05794, 2.70723], [-2.40982, 1.83405, 1.78233], [-1.40789, 2.10857, 0.75278], [-0.64654, 3.38547, 1.03047], [-1.46145, 5.00430, 2.22269], [-0.42134, 3.91559, 3.08809], [-3.35430, 3.57718, 2.49812], [-2.44398, 2.78151, 3.77134], [-3.37479, 1.72676, 1.26214], [-2.17020, 0.90918, 2.33150], [-0.76610, 4.03715, 0.15324], [0.42196, 3.12105, 1.13259]]}

3.
{"formula": "C2H5O2Tb", "method": "ωB97M-V/def2-TZVPD", "homo_energy_ev": [-13.249, -13.271], "homo_lumo_gap_ev": [9.1, 7.5], "spin_multiplicity": 8, "energy_ha": -1053.82881, "s2": 15.773, "total_charge": 1, "molar_mass_g_mol": 220.0, "elements": ["C", "C", "O", "Tb", "H", "H", "H", "H", "O", "H"], "coordinates": [[1.18406, 0.51098, 3.56033], [-0.13755, -0.24200, 3.48120], [-0.85077, 0.18118, 2.37322], [-0.94149, -0.40006, 0.25396], [0.95771, 1.57695, 3.74357], [1.84944, 0.08118, 4.32192], [-0.72797, -0.01207, 4.39020], [0.07553, -1.32866, 3.54793], [1.82073, 0.41093, 2.28924], [1.54173, 1.20869, 1.82178]]}

4.
{"formula": "C3H5NO2", "method": "ωB97M-V/def2-TZVPD", "smiles": "[H]/N=C1/COCO1", "homo_energy_ev": -10.136, "homo_lumo_gap_ev": 11.0, "energy_ha": -322.50901, "e_above_lowest_kj_mol": 171.5, "molar_mass_g_mol": 87.1, "elements": ["H", "N", "C", "C", "O", "C", "O", "H", "H", "H", "H"], "coordinates": [[2.62766, -0.71305, -0.59139], [1.73445, -1.18810, -0.51949], [0.72005, -0.44818, -0.41657], [-0.50521, -0.88204, 0.32130], [-1.49155, 0.05853, -0.02351], [-0.75902, 1.23989, -0.05284], [0.56032, 0.90730, -0.54698], [-0.87255, -1.90059, 0.25589], [-0.10303, -0.68500, 1.32835], [-1.23480, 1.95746, -0.72171], [-0.67631, 1.65378, 0.96695]]}

5.
{"formula": "C6H10O", "method": "ωB97M-V/def2-TZVPD", "smiles": "C[C@H]1C[C@H]2OC[C@@H]12", "homo_energy_ev": -9.445, "homo_lumo_gap_ev": 10.5, "energy_ha": -309.78763, "e_above_lowest_kj_mol": 143.7, "molar_mass_g_mol": 98.1, "elements": ["C", "C", "C", "C", "O", "C", "C", "H", "H", "H", "H", "H", "H", "H", "H", "H", "H"], "coordinates": [[-1.01147, -1.50702, -0.25289], [-0.02405, -0.74773, 0.62147], [1.37972, -0.58177, -0.02721], [1.14794, 0.92610, -0.09449], [0.36164, 1.32345, -1.23715], [-0.79579, 1.53136, -0.40526], [-0.13395, 0.80675, 0.75722], [-2.04687, -1.43329, 0.09687], [-0.73343, -2.56868, -0.25367], [-0.96831, -1.15366, -1.28956], [0.02006, -1.21548, 1.60981], [2.19869, -0.84269, 0.64997], [1.53099, -1.07656, -0.99267], [1.97241, 1.62131, 0.09508], [-1.70941, 1.10602, -0.83547], [-0.95209, 2.60235, -0.20990], [-0.23609, 1.20951, 1.76786]]}

6.
{"formula": "C2H2ClNO", "method": "ωB97M-V/def2-TZVPD", "homo_energy_ev": [-9.950, -9.774], "homo_lumo_gap_ev": [6.8, 7.8], "energy_ha": -667.30820, "e_above_lowest_kj_mol": 674.7, "molar_mass_g_mol": 91.5, "elements": ["C", "C", "N", "O", "Cl", "H", "H"], "coordinates": [[0.88161, 0.05253, 0.65177], [-0.16635, 0.32387, -0.13310], [-0.37355, -1.01544, -0.46439], [0.54480, -1.27264, 0.57908], [-1.05803, 2.74340, -1.63305], [1.52464, 0.49786, 1.43772], [-1.35312, -1.32959, -0.43804]]}

7.
{"formula": "C20H48BN3OS", "method": "ωB97M-V/def2-TZVPD", "smiles": "CB(S)CCCCN(C)C(C)=O.CCN(CC)CC.CCN(CC)CC", "homo_energy_ev": -8.109, "homo_lumo_gap_ev": 8.5, "energy_ha": -1453.19727, "molar_mass_g_mol": 389.5, "elements": ["C", "B", "S", "C", "C", "C", "C", "N", "C", "C", "C", "O", "H", "H", "H", "H", "H", "H", "H", "H", "H", "H", "H", "H", "H", "H", "H", "H", "H", "H", "C", "C", "N", "C", "C", "C", "C", "H", "H", "H", "H", "H", "H", "H", "H", "H", "H", "H", "H", "H", "H", "H", "C", "C", "N", "C", "C", "C", "C", "H", "H", "H", "H", "H", "H", "H", "H", "H", "H", "H", "H", "H", "H", "H"], "coordinates": [[-3.27556, 0.44204, -1.06804], [-4.38872, -0.23452, -0.06267], [-3.95269, -1.68608, 1.10862], [-5.99407, 0.24548, 0.01447], [-6.35193, 1.47003, -1.01540], [-7.90361, 2.01217, -0.72110], [-8.91676, 0.83442, -1.31648], [-10.37935, 1.07812, -1.02183], [-10.66328, 1.29042, 0.44777], [-11.09163, -0.18829, -1.53166], [-12.66015, -0.57590, -1.14054], [-10.49587, -1.06620, -2.38658], [-3.62922, 1.41188, -1.61982], [-2.25978, 0.67082, -0.48745], [-3.00384, -0.34756, -1.89954], [-5.18643, -2.10440, 1.70219], [-6.26357, 0.61464, 1.11290], [-6.61716, -0.74469, -0.16669], [-6.20848, 1.13866, -2.14776], [-5.64306, 2.40001, -0.85530], [-8.04673, 2.99155, -1.35015], [-7.99758, 2.16143, 0.43956], [-8.63562, -0.19301, -0.77827], [-8.66574, 0.78835, -2.48293], [-10.22194, 0.33570, 1.01234], [-10.15220, 2.26947, 0.90106], [-11.82519, 1.43504, 0.68177], [-12.96483, -0.26925, -0.05370], [-12.69104, -1.76912, -1.16069], [-13.40698, -0.22958, -1.97763], [-0.42615, -0.33525, 1.60295], [1.04378, -0.72572, 1.73223], [1.79300, -0.64973, 0.47740], [3.11063, -1.29083, 0.54890], [4.13935, -0.68783, 1.49690], [1.76523, 0.63919, -0.21824], [2.26727, 1.86311, 0.54170], [-0.92678, -0.92831, 0.83064], [-0.94256, -0.51413, 2.55074], [-0.54602, 0.72510, 1.36184], [1.06289, -1.76386, 2.09252], [1.50375, -0.11607, 2.51711], [3.54478, -1.34272, -0.45802], [2.95914, -2.33957, 0.83834], [4.55908, 0.23952, 1.10047], [4.97597, -1.38371, 1.62370], [3.72937, -0.49118, 2.49094], [0.73354, 0.83611, -0.53289], [2.32003, 0.55889, -1.16120], [1.89238, 1.90653, 1.56717], [1.92939, 2.77319, 0.03411], [3.35843, 1.90184, 0.56676], [10.39062, 1.41221, -0.40240], [10.18146, -0.09376, -0.26763], [9.06789, -0.46474, 0.60647], [9.05302, -1.89007, 0.95361], [8.83531, -2.88995, -0.17485], [7.76158, 0.10778, 0.27217], [7.20038, -0.17659, -1.11770], [10.50996, 1.88457, 0.57813], [11.29645, 1.61076, -0.98295], [9.55786, 1.89388, -0.92332], [11.11099, -0.50412, 0.15129], [10.07392, -0.52661, -1.26781], [8.30042, -2.06655, 1.73304], [10.01068, -2.12882, 1.43576], [7.79308, -2.90964, -0.50147], [9.07483, -3.89970, 0.17630], [9.47126, -2.68999, -1.04113], [7.82274, 1.19546, 0.39622], [7.02234, -0.20398, 1.02034], [7.94780, -0.06184, -1.90650], [6.38859, 0.52601, -1.33550], [6.77532, -1.18051, -1.18261]]}

8.
{"formula": "C3H7N3", "method": "ωB97M-V/def2-TZVPD", "smiles": "C[C@@H](C#N)NN", "homo_energy_ev": -9.253, "homo_lumo_gap_ev": 10.0, "energy_ha": -282.70002, "e_above_lowest_kj_mol": 194.9, "molar_mass_g_mol": 85.1, "elements": ["C", "C", "C", "N", "N", "N", "H", "H", "H", "H", "H", "H", "H"], "coordinates": [[-0.93894, -0.54858, -0.93970], [0.30746, -0.41726, -0.03342], [1.45484, -0.82096, -0.75542], [2.43829, -0.95015, -1.26815], [0.59326, 0.93836, 0.41685], [-0.29238, 1.25627, 1.56224], [-0.81558, -0.03355, -2.03200], [-1.80571, -0.08474, -0.38412], [-1.07631, -1.60913, -1.16345], [0.16511, -1.06074, 0.83425], [0.61800, 1.66866, -0.29871], [-0.93342, 0.44789, 1.65799], [0.28538, 1.21393, 2.40364]]}